# C48H34Cl5N2OP2S2Ti

C48H34Cl5N2OP2S2Ti as an isolated structure (wB97M-V/def2-TZVPD, the Open Molecules 2025 dataset).

The geometry in ORCA input format:
```
! wB97M-V def2-TZVPD RIJCOSX def2/J DEFGRID3
* xyz 1 3
Ti 1.0120 0.0324 0.0592
O 0.5964 -2.2983 2.8178
S 0.0768 -1.9456 1.4798
C -1.7151 -1.7804 1.5595
C -2.4676 -2.9085 1.8593
C -3.8471 -2.8175 1.9080
C -4.4630 -1.6047 1.6331
C -3.7060 -0.4754 1.3595
C -2.3147 -0.5340 1.3454
P -1.2599 0.9430 1.0756
C -0.7498 1.4132 2.7700
C -0.1123 2.6513 2.9092
C 0.4544 3.0176 4.1167
C 0.3882 2.1550 5.2070
C -0.2608 0.9385 5.0829
C -0.8289 0.5644 3.8681
C -2.3504 2.3150 0.6061
C -2.1832 2.9143 -0.6379
C -2.9688 3.9999 -1.0038
C -3.9152 4.4958 -0.1208
C -4.0639 3.9238 1.1381
C -3.2774 2.8456 1.5066
C 0.1673 -3.4082 0.4479
C 0.4407 -4.6190 1.0585
C 0.4885 -5.7631 0.2754
C 0.2659 -5.6796 -1.0931
C 0.0148 -4.4519 -1.6923
C -0.0313 -3.2909 -0.9259
P -0.2478 -1.6177 -1.6266
C 0.4756 -1.7452 -3.2926
C 1.7179 -2.3666 -3.4336
C 2.3609 -2.3725 -4.6608
C 1.7787 -1.7436 -5.7547
C 0.5458 -1.1242 -5.6184
C -0.1087 -1.1274 -4.3928
C -2.0406 -1.4274 -1.8791
C -2.9526 -2.4665 -1.7256
C -4.3106 -2.2286 -1.8947
C -4.7636 -0.9587 -2.2246
C -3.8570 0.0809 -2.3820
C -2.5029 -0.1530 -2.2038
H -1.9739 -3.8543 2.0416
H -4.4381 -3.6934 2.1389
H -5.5428 -1.5339 1.6352
H -4.2062 0.4576 1.1435
H -0.0523 3.3258 2.0613
H 0.9546 3.9728 4.2124
H 0.8440 2.4372 6.1467
H -0.3272 0.2674 5.9290
H -1.3276 -0.3928 3.7966
H -1.4230 2.5425 -1.3125
H -2.8318 4.4640 -1.9716
H -4.5257 5.3436 -0.4024
H -4.7836 4.3293 1.8366
H -3.3670 2.4259 2.5017
H 0.6256 -4.6473 2.1252
H 0.7059 -6.7184 0.7336
H 0.3049 -6.5725 -1.7025
H -0.1241 -4.3893 -2.7644
H 2.1863 -2.8488 -2.5818
H 3.3241 -2.8574 -4.7602
H 2.2884 -1.7361 -6.7091
H 0.0860 -0.6370 -6.4680
H -1.0748 -0.6474 -4.3038
H -2.6109 -3.4616 -1.4677
H -5.0156 -3.0403 -1.7703
H -5.8222 -0.7798 -2.3600
H -4.2031 1.0747 -2.6366
H -1.7916 0.6561 -2.3255
Cl 0.6159 2.2946 -3.1142
C 2.0543 1.3307 -2.9002
C 2.1877 0.6135 -1.7214
C 3.3242 -0.1586 -1.6343
Cl 3.4131 -1.1954 -0.1957
C 4.3073 -0.2587 -2.6049
Cl 5.6553 -1.3041 -2.4110
C 4.1344 0.4876 -3.7673
Cl 5.2935 0.3883 -5.0293
C 2.9961 1.2836 -3.9247
Cl 2.7605 2.1685 -5.3754
N 5.8351 4.0819 3.4522
C 4.7612 3.5186 4.0211
S 4.3322 3.7338 5.5916
C 3.9104 2.7073 3.1060
C 3.5444 3.1854 1.8524
C 2.6617 2.4463 1.0890
N 2.1904 1.2597 1.4794
C 2.5699 0.7822 2.6735
C 3.4165 1.4742 3.5134
H 6.4493 4.6364 4.0267
H 6.1435 3.8186 2.5314
H 3.8962 4.1430 1.4927
H 2.3341 2.8016 0.1185
H 2.1689 -0.1843 2.9613
H 3.6806 1.0763 4.4829
*
```

Its HOMO energy (alpha / beta) is -9.80 / -10.74 eV. Its expectation value of S² is 2.01. For the LUMO energy (alpha / beta), the calculation gives -0.0996 / -0.1017 hartree. The value obtained for the energy relative to the best compared isomer or geometry (same formula, charge and spin) is 0.0 kcal/mol.